*P*
2 unconnected molecules or ions with the total composition C4H3FO, computed with wB97M-V/def2-TZVPD.

Structure (XYZ):
```
9
C4H3FO | the OMol25 dataset | wB97M-V/def2-TZVPD
C -2.689 0.353 0.184
H 1.548 -0.964 0.892
C -2.149 -0.610 -0.272
H -1.613 -1.430 -0.649
C 2.246 0.848 0.114
O 2.676 1.911 0.286
H -3.194 1.195 0.554
C 1.761 -0.356 0.030
F 1.413 -0.947 -1.139
```

Its HOMO energy is -9.4 eV. Its SMILES is O=C=CF.C#C. For the LUMO energy, the calculation gives -0.02 eV. The calculation puts the gap between HOMO and LUMO at 9.334 eV.

*Q*
2 unconnected molecules or ions with the total composition C4H3FO, computed with wB97M-V/def2-TZVPD.

Structure (XYZ):
```
9
C4H3FO | the OMol25 dataset | wB97M-V/def2-TZVPD
H -0.399 1.053 -0.828
C -1.120 -0.402 0.299
H 1.779 2.833 -0.680
C 1.811 0.956 0.363
H -0.294 1.261 1.139
C -0.598 0.794 0.166
O -1.487 -1.439 0.743
F 2.076 -0.103 1.096
C 2.108 1.950 -0.252
```

Its HOMO energy is -9.2 eV. Its SMILES is C=C=O.C#CF. For the LUMO energy, the calculation gives 0.23 eV. The calculation puts the gap between HOMO and LUMO at 9.427 eV.

*P* is the most stable structure; the next one sits 0.829 eV above it.

*P*
A molecular structure, C18H23N5O4S2Tl, computed with wB97M-V/def2-TZVPD.

Structure (XYZ):
```
53
C18H23N5O4S2Tl | the OMol25 dataset | wB97M-V/def2-TZVPD
C 2.334 -0.538 -0.935
C -3.036 -5.350 0.753
C 5.543 -0.045 -2.967
C 4.966 0.252 -4.195
O 2.611 -0.919 0.206
S -2.987 -1.507 -0.278
H 5.677 0.445 -5.005
H 0.434 2.501 3.729
C 4.796 -0.282 -1.840
H 1.647 3.305 1.108
H 0.633 3.140 -1.117
H 6.631 -0.149 -2.934
H -3.132 -4.230 -1.135
N -2.564 -2.920 1.932
H -0.317 3.217 2.353
C -2.804 -2.980 0.589
N 1.089 -0.366 -1.380
N -2.116 1.102 1.861
H -2.448 -3.873 3.791
N -0.847 1.652 -0.564
C -2.592 -4.022 2.696
H -2.859 1.333 -0.889
H -1.194 0.539 3.662
H 3.084 0.477 -5.233
H -3.106 -6.345 0.338
H -2.736 -6.085 2.813
O -2.261 -1.786 2.481
C 1.251 2.330 0.739
H 1.455 0.976 2.294
C -2.804 -5.255 2.128
C 3.413 -0.214 -1.940
Tl -0.707 -0.577 0.554
H -0.737 1.521 -1.561
C -0.090 2.216 2.783
H 5.290 -0.459 -0.882
H -2.560 3.045 -0.882
C 2.844 0.059 -3.207
O 0.510 -1.010 -3.751
C -2.653 2.217 1.084
H -2.197 3.081 1.511
C -1.424 1.475 3.103
C 0.120 2.732 -0.230
H -3.746 2.324 1.127
C -2.265 2.104 -0.410
N 0.725 1.483 1.833
O 0.570 1.404 -3.159
H -1.968 2.133 3.807
C -3.007 -4.212 -0.050
S 1.099 0.047 -2.965
H -0.411 3.561 0.205
H -2.835 0.405 2.094
H 2.076 1.788 0.266
C 3.606 0.261 -4.333
```

The expectation value of S² is 0.76. Its HOMO energy (spin up / spin down) is -7.1 / -8.4 eV. For the LUMO energy (spin up / spin down), the calculation gives 0.39 / -1.50 eV. The multiplicity is 2. The calculation puts the gap between HOMO and LUMO (spin up / spin down) at 7.503 / 6.936 eV.

*Q*
A molecular structure, C18H23N5O4S2Tl, computed with wB97M-V/def2-TZVPD.

Structure (XYZ):
```
53
C18H23N5O4S2Tl | the OMol25 dataset | wB97M-V/def2-TZVPD
N 0.819 2.739 1.196
C 2.535 0.738 -5.563
O 2.774 1.281 -0.980
H -2.028 -1.523 4.619
Tl -1.037 0.180 0.397
N -1.538 -2.315 0.206
C -0.558 -3.143 0.971
O 0.599 2.193 -1.678
O -0.073 -2.184 -2.269
H -0.323 -0.058 3.792
C 2.430 1.368 -4.324
H 2.910 1.257 -6.408
H -4.395 -2.099 1.938
H -3.319 -0.558 3.006
H -1.547 5.033 1.830
C -1.698 -1.683 3.587
C -0.256 -1.098 3.446
C 1.752 3.557 0.619
H 1.087 -2.251 -4.917
C 1.870 0.586 -3.338
C 1.459 -1.270 -4.734
N -2.635 -1.169 2.599
H 0.396 -1.653 4.095
H 0.174 6.521 0.924
C 1.403 -0.686 -3.499
C 2.062 -0.537 -5.736
H -1.302 -2.464 -0.766
S 1.530 1.058 -1.682
H 1.082 -0.425 2.005
H -3.489 -1.660 -0.141
H -0.242 -3.981 0.380
C 0.636 -2.320 1.420
C -3.325 -2.261 1.933
H -1.630 -2.731 3.433
H 2.373 5.531 0.090
C -2.998 -2.446 0.472
C 0.616 -1.182 -2.279
N 0.283 -1.061 2.080
C -0.573 4.630 1.497
H 1.302 -2.984 2.005
H 2.083 -0.937 -6.730
C 1.585 4.928 0.539
H -3.349 -3.466 0.227
H -1.048 -3.590 1.829
H 1.228 -2.049 0.557
H 2.803 2.349 -4.064
O 1.021 1.435 1.251
C 0.363 5.462 0.932
N 0.739 -0.315 -1.194
H -3.129 -3.220 2.408
C -0.407 3.254 1.592
H 2.620 3.008 0.278
S -1.636 2.207 2.151
```

The expectation value of S² is 0.76. Its HOMO energy (spin up / spin down) is -6.7 / -7.8 eV. For the LUMO energy (spin up / spin down), the calculation gives 0.47 / -1.26 eV. The multiplicity is 2. The calculation puts the gap between HOMO and LUMO (spin up / spin down) at 7.215 / 6.586 eV.

*Q* is the most stable structure; the next one sits 0.122 eV above it.